(1)
C7H28N10O7 | ωB97M-V/def2-TZVPD

Structure (XYZ):
```
52
C7H28N10O7 | the Open Molecules 2025 dataset | ωB97M-V/def2-TZVPD
N -0.65720 0.94715 0.14820
C -0.04259 -0.12085 -0.31139
N 0.16299 -0.10894 -1.59203
O 0.10087 -1.11563 0.32730
H -0.79450 1.70970 -0.49970
H -0.89823 0.94940 1.12902
H -0.05500 0.78930 -1.99913
H 0.26270 -0.96790 -2.11392
N -3.60066 -0.49343 2.60222
C -2.98536 0.62892 2.76550
N -3.85359 1.57256 2.77901
O -1.75528 0.70948 2.88414
H -2.94837 -1.22718 2.83936
H -4.58783 -0.66557 2.47585
H -4.85642 1.57640 2.89906
H -3.47452 2.49838 2.64023
N 1.51975 3.15900 5.20727
C 0.44197 2.83266 4.55691
N 0.52185 1.63904 4.10264
O -0.53242 3.64201 4.35080
H 2.00049 2.35739 5.58990
H 1.48427 4.10656 5.55510
H 1.15458 1.00476 4.56894
H -0.25648 1.25322 3.58743
N 3.45577 -1.66251 0.24685
C 3.35770 -1.53929 1.53169
N 2.18457 -1.79734 2.14382
O 4.30336 -1.10104 2.15551
H 4.27804 -1.24625 -0.16631
H 2.76531 -2.04370 -0.38406
H 1.36062 -1.57248 1.60471
H 2.18649 -1.65661 3.14396
N -0.36440 2.26982 -5.22679
C -0.30225 2.55462 -3.97429
N 0.78506 3.23249 -3.81571
O -1.13913 2.15151 -3.10890
H 0.46824 2.51041 -5.74538
H -1.15469 1.76364 -5.60006
H 1.49908 3.33178 -4.52312
H 0.96792 3.70528 -2.94214
C -0.46377 -4.66907 -0.31227
O 0.39104 -3.95656 0.44515
H -1.47094 -4.44013 0.03600
H -0.34384 -4.38839 -1.35866
H -0.29498 -5.73265 -0.14369
H 0.25345 -3.01537 0.31542
C -0.17623 -1.36324 -4.71038
O 1.22436 -1.51368 -5.21351
H -0.96899 -1.80824 -5.31170
H -0.15576 -1.92598 -3.77710
H -0.36336 -0.30104 -4.55278
H 1.36631 -2.46246 -5.24897
```

## Properties
LUMO energy	0.193	eV
orbital gap	0.3198	Ha
largest force on an atom	6.7	eV Å⁻¹
energy above the lowest of the compared OMol25 structures with the same formula, charge and spin	318.9	kJ/mol
highest occupied orbital energy	-0.313	Eh

(2)
C3H4NO | ωB97M-V/def2-TZVPD

Structure (XYZ):
```
9
C3H4NO | the Open Molecules 2025 dataset | ωB97M-V/def2-TZVPD
C 0.89443 -1.14106 -0.58390
C 0.19885 -2.12763 0.09769
C -0.66728 0.09093 0.68305
N 0.26629 0.06640 -0.26001
O -0.58379 -1.79204 0.92289
H 1.55162 -1.38059 -1.51157
H -0.76022 0.96635 1.38220
H -1.60517 -0.52267 0.70409
H 0.76768 0.94618 -0.66804
```

## Properties
LUMO energy (spin up / spin down)	-6.935 / -6.933	eV
orbital gap (spin up / spin down)	0.2925 / 0.2925	Ha
largest force on an atom	3.8	eV Å⁻¹
energy above the lowest of the compared OMol25 structures with the same formula, charge and spin	378.9	kJ/mol
charge	+1
highest occupied orbital energy (spin up / spin down)	-0.547 / -0.547	Eh

(3)
C37H45I2N9PV | ωB97M-V/def2-TZVPD

Structure (XYZ):
```
95
C37H45I2N9PV | the Open Molecules 2025 dataset | ωB97M-V/def2-TZVPD
V 0.06914 -0.45042 0.34650
C 4.83313 1.35932 2.68224
N 3.73985 0.45079 2.34527
C 3.62090 -0.82955 2.80458
C 2.50418 -1.34652 2.22284
N 1.93130 -0.39708 1.42139
C 2.70757 0.67862 1.50384
P 2.52657 2.19196 0.52809
C 0.76479 2.53406 0.80679
N -0.23418 1.67775 0.60849
C -1.39022 2.38234 0.81241
C -1.08368 3.66720 1.14004
N 0.27979 3.75059 1.13999
C 1.03304 4.97500 1.40260
C 2.29024 1.39417 -1.08797
N 1.41609 0.43166 -1.37481
C 1.53586 0.22036 -2.72492
C 2.45844 1.07522 -3.24777
N 2.93209 1.81172 -2.20283
C 3.95212 2.85502 -2.29587
H 5.20396 1.09853 3.66939
H 5.64069 1.26925 1.95818
H 4.47066 2.38314 2.70295
H 4.32309 -1.25533 3.49982
H 2.07732 -2.32057 2.36948
H -2.36012 1.93568 0.71362
H -1.70851 4.51277 1.36984
H 0.55628 5.51099 2.21890
H 2.05004 4.72523 1.68989
H 1.04876 5.60440 0.51497
H 0.93635 -0.49340 -3.25976
H 2.81302 1.21236 -4.25443
H 4.28454 2.91303 -3.32784
H 3.53969 3.81767 -2.00245
H 4.80265 2.61068 -1.66410
I -1.79728 -1.01237 -2.23702
C -2.98582 0.71746 -2.60207
I -1.89856 2.50680 -2.87358
H -3.64949 0.82690 -1.75242
H -3.54264 0.51101 -3.50755
N 0.54995 -6.39500 2.38822
C 0.75880 -5.68627 1.50970
C 0.96779 -4.75798 0.43327
C 1.56274 -5.11144 -0.77177
C 1.72841 -4.12000 -1.72287
C 1.29920 -2.83477 -1.44537
N 0.70562 -2.49028 -0.29190
C 0.55454 -3.44860 0.62590
H 1.88724 -6.12760 -0.95042
H 2.19140 -4.33295 -2.67548
H 1.44237 -2.04646 -2.16804
H 0.09159 -3.15835 1.55293
C 0.96469 1.83948 5.37427
C 0.60176 0.48519 4.82781
C 0.90572 -0.67397 5.52918
C 0.52493 -1.92848 5.05731
C 0.80560 -3.17046 5.85721
C -0.13591 -2.00684 3.83875
C -0.42715 -0.85915 3.10083
C -0.07681 0.38092 3.61559
N -1.04258 -0.96056 1.80257
C -2.50271 -1.38344 1.84859
C -3.33338 -0.27019 1.19415
C -4.81210 -0.65480 1.09444
C -4.95683 -1.96457 0.31604
C -4.18934 -3.07631 1.03597
C -4.72816 -3.24133 2.45813
C -4.55727 -1.92249 3.21553
C -5.35707 -0.82641 2.51242
C -3.06554 -1.55466 3.27256
C -2.70111 -2.71345 1.10698
H 1.80866 1.78040 6.06031
H 0.12650 2.27132 5.92436
H 1.22046 2.53497 4.57163
H 1.43301 -0.60227 6.47426
H 1.77662 -3.11380 6.34858
H 0.78538 -4.06391 5.23337
H 0.05442 -3.29760 6.63889
H -0.43629 -2.98419 3.47622
H -0.33589 1.27867 3.06929
H -2.93136 -0.03664 0.20393
H -3.23594 0.62283 1.81849
H -5.35445 0.14473 0.58211
H -4.58045 -1.84679 -0.70536
H -6.01261 -2.23340 0.23692
H -4.29558 -4.01414 0.48628
H -4.19412 -4.04645 2.97107
H -5.78313 -3.52300 2.42939
H -4.91344 -2.03853 4.24084
H -5.27885 0.11592 3.06259
H -6.41538 -1.09513 2.48173
H -2.54275 -2.34642 3.80738
H -2.92324 -0.63237 3.84337
H -2.27971 -2.65728 0.09951
H -2.17041 -3.50628 1.64482
```

## Properties
2S+1	3
LUMO energy (spin up / spin down)	-5.584 / -5.238	eV
orbital gap (spin up / spin down)	0.2801 / 0.2942	Ha
largest force on an atom	0.3	eV Å⁻¹
energy above the lowest of the compared OMol25 structures with the same formula, charge and spin	30.8	kJ/mol
charge	+2
highest occupied orbital energy (spin up / spin down)	-0.485 / -0.487	Eh

(4)
C33H54O27 | ωB97M-V/def2-TZVPD

Structure (XYZ):
```
114
C33H54O27 | the Open Molecules 2025 dataset | ωB97M-V/def2-TZVPD
C -19.14557 15.42559 -5.12754
C -18.29438 14.68013 -6.15949
C -17.00414 15.36284 -6.58637
O -16.02540 14.30059 -6.56180
C -16.55031 13.19766 -5.99510
O -16.03187 12.14175 -5.83158
O -17.77810 13.44186 -5.60595
H -19.39874 16.46635 -5.38631
H -18.59814 15.49823 -4.20545
H -20.01155 14.86102 -4.75613
H -18.97103 14.50568 -7.04573
H -16.70320 16.22386 -5.93256
H -17.10911 15.75869 -7.59328
C -21.57976 12.95206 -6.67727
C -22.83181 13.87103 -6.92879
C -23.86138 14.01268 -5.76872
O -23.44492 15.18135 -5.21195
C -22.59412 15.90437 -5.98075
O -22.15848 16.95273 -5.63583
O -22.33683 15.20630 -7.03966
H -21.05322 13.13470 -5.73713
H -20.90239 13.07460 -7.43893
H -21.80478 11.88029 -6.75653
H -23.34869 13.74143 -7.89306
H -23.82939 13.12802 -5.10975
H -24.79605 14.19413 -6.27823
C -14.68587 19.65396 -2.02312
C -14.14257 19.60989 -0.61538
C -13.53347 20.86977 0.00785
O -14.05114 20.87594 1.32959
C -15.16839 20.14118 1.32831
O -16.00785 20.02548 2.21474
O -15.19135 19.35677 0.29210
H -13.88265 19.87854 -2.72562
H -15.49561 20.35099 -2.08384
H -15.08460 18.69831 -2.39569
H -13.34662 18.82241 -0.50306
H -13.86329 21.79331 -0.46927
H -12.42672 20.85691 0.06254
C -19.68960 19.54097 -5.62647
C -18.33352 19.55049 -4.96051
C -18.35510 19.95724 -3.49834
O -17.52470 19.02751 -2.95322
C -17.32000 18.07220 -3.75280
O -16.80276 17.00181 -3.35772
O -17.84347 18.22996 -4.88539
H -19.68551 18.97350 -6.50295
H -20.01526 20.62433 -5.78780
H -20.39613 19.05800 -4.91486
H -17.53677 20.12814 -5.45518
H -19.34702 20.07801 -3.01543
H -17.86220 20.97197 -3.45959
C -19.50773 15.72681 -1.38025
C -20.43014 16.78363 -2.04323
C -21.86708 16.47185 -1.77805
O -22.37256 17.67273 -1.31133
C -21.46966 18.50913 -0.97801
O -21.69790 19.63223 -0.50670
O -20.27134 18.01933 -1.33423
H -18.43151 16.10352 -1.31043
H -19.34394 14.80738 -1.90744
H -19.85654 15.55062 -0.33651
H -20.14258 16.88252 -3.07229
H -22.05149 15.68531 -0.99680
H -22.36656 16.20412 -2.71205
C -14.14258 18.37465 -6.05944
C -14.05911 19.81581 -5.77639
C -13.68916 20.61516 -7.03378
O -14.54313 21.75813 -6.88337
C -15.45165 21.56871 -5.94381
O -16.42687 22.28324 -5.71747
O -15.25543 20.39609 -5.36450
H -14.98359 18.18187 -6.77833
H -14.37784 17.87706 -5.14942
H -13.23244 17.85978 -6.28076
H -13.28323 20.11513 -5.05369
H -13.99388 20.11223 -8.00293
H -12.66155 20.89885 -6.98600
C -16.23330 11.76169 1.57461
O -16.89674 12.38575 0.46540
C -16.16447 12.61398 -0.61767
O -14.75148 12.25808 -0.70562
O -16.82273 13.31303 -1.51423
C -16.09525 13.85577 -2.57882
H -15.78627 10.80676 1.28688
H -17.08060 11.46542 2.23667
H -15.48888 12.35350 2.05709
H -16.72681 14.07790 -3.42678
H -15.39407 13.11990 -2.95058
H -15.46429 14.65376 -2.26035
C -15.16317 24.35471 0.91779
O -16.10216 23.43529 1.34364
C -16.84877 22.76629 0.45799
O -16.70400 22.91319 -0.96731
O -17.79116 21.97688 1.00637
C -18.55011 21.12920 0.12380
H -15.62711 25.04479 0.21745
H -14.41157 23.82695 0.34853
H -14.57903 24.77734 1.75189
H -19.17363 21.68793 -0.52402
H -19.12347 20.45415 0.70922
H -17.88484 20.60521 -0.64065
C -17.15724 20.68764 -8.86180
O -17.96441 19.81705 -9.60923
C -18.34214 18.72942 -8.95099
O -17.65359 18.31857 -7.81009
O -19.43411 18.04938 -9.44207
C -19.93624 16.92581 -8.68172
H -17.55718 21.09711 -7.96015
H -17.11650 21.52907 -9.51010
H -16.14150 20.39276 -8.74730
H -20.58531 16.30057 -9.29989
H -20.59149 17.14249 -7.77568
H -19.15252 16.22526 -8.45761
```

## Properties
LUMO energy	0.143	eV
orbital gap	0.3611	Ha
largest force on an atom	9.0	eV Å⁻¹
energy above the lowest of the compared OMol25 structures with the same formula, charge and spin	82.1	kJ/mol
highest occupied orbital energy	-0.356	Eh

(5)
C32H41N7O2V | ωB97M-V/def2-TZVPD

Structure (XYZ):
```
83
C32H41N7O2V | the Open Molecules 2025 dataset | ωB97M-V/def2-TZVPD
O 0.45044 0.08672 -1.36163
V -0.22135 0.68997 -0.02286
O -0.72678 -0.54937 0.81580
N 0.22594 2.70540 -0.85912
C 0.60906 3.79465 -0.18671
C 0.98306 5.01332 -0.73192
C 1.08533 5.06222 -2.11525
C 0.75618 3.94422 -2.87294
C 0.30232 2.81458 -2.20153
H 0.47074 3.77937 0.89095
H 1.23477 5.90910 -0.18673
H 1.44155 5.94128 -2.63918
H 0.76152 3.92022 -3.95093
H 0.03463 1.97392 -2.82591
N -2.41883 0.87839 -0.76414
C -3.13977 -0.24650 -0.77047
C -4.45898 -0.25559 -1.17265
C -5.07985 0.91672 -1.57968
C -4.33734 2.08185 -1.53726
C -3.00397 2.00574 -1.17280
H -2.70394 -1.20760 -0.53917
H -5.00624 -1.18671 -1.24401
H -6.12442 0.80589 -1.84101
H -4.76844 2.99483 -1.92568
H -2.43769 2.92822 -1.15789
N -2.35569 -0.82187 4.48534
C -2.09367 -1.53294 3.38104
C -3.00413 -1.78093 2.38496
C -4.31536 -1.34188 2.53414
C -4.61958 -0.61655 3.68043
C -3.60192 -0.36432 4.61149
H -1.04664 -1.80939 3.34180
H -2.67837 -2.32586 1.51073
H -5.11854 -1.57024 1.84758
H -5.59819 -0.18813 3.84615
H -3.76452 0.27421 5.47166
N 1.78545 0.70081 1.04585
C 2.86000 0.94387 0.28280
C 4.14032 1.06582 0.78540
C 4.34268 0.87538 2.15192
C 3.24961 0.60297 2.93777
C 1.99277 0.47761 2.34967
H 2.70002 1.15114 -0.76842
H 4.99700 1.22404 0.14659
H 5.35369 0.93414 2.53217
H 3.31490 0.43831 4.00475
H 1.13379 0.23883 2.96074
C 0.68216 2.63085 5.38925
C -0.77336 2.18657 5.59802
C -1.71456 2.73575 4.51874
C -1.35935 2.27769 3.18202
N -1.13957 1.97224 2.10073
H 1.24324 1.96546 4.73700
H 1.17702 2.61285 6.36122
H 0.69570 3.66056 5.02994
H -1.11370 2.53495 6.57289
H -0.82674 1.09804 5.62053
H -1.77415 3.82476 4.51347
H -2.73141 2.37424 4.68188
C 4.02707 -2.14398 -1.70134
C 3.96669 -2.03238 -3.21193
C 2.89834 -1.01368 -3.64522
C 3.26034 0.37985 -3.39532
N 3.54950 1.46287 -3.14125
H 3.04282 -2.33649 -1.26143
H 4.37034 -1.23411 -1.20299
H 4.67105 -2.95633 -1.36147
H 3.87172 -2.99821 -3.70511
H 4.92532 -1.66457 -3.59329
H 2.00024 -1.16613 -3.03310
H 2.62334 -1.10769 -4.69583
C 0.43578 -6.57356 -5.05799
C 0.81982 -5.41036 -4.16725
C -0.39991 -4.83255 -3.43475
C -0.09501 -3.73711 -2.50123
N 0.15135 -2.85692 -1.80756
H 0.10810 -7.45352 -4.50053
H 1.34314 -6.93019 -5.55271
H -0.31274 -6.33795 -5.81124
H 1.26684 -4.57156 -4.70616
H 1.53833 -5.68778 -3.39372
H -0.89474 -5.62038 -2.86121
H -1.13462 -4.42712 -4.13486
```

## Properties
LUMO energy	-2.619	eV
orbital gap	0.3272	Ha
largest force on an atom	2.4	eV Å⁻¹
energy above the lowest of the compared OMol25 structures with the same formula, charge and spin	33.1	kJ/mol
charge	+1
highest occupied orbital energy	-0.423	Eh